A 6-piece molecular cluster, C19H51BrClN14O11PS2 overall, computed with the ωB97M-V functional and the def2-TZVPD basis.

Summary:
LUMO energy: 0.072 eV
Gap between HOMO and LUMO: 9.20 eV
SMILES string: CC[C@@H](Cl)[C@]1(CC(N)(N)N)[C@H](Br)[C@@H](CNC)S(=O)(=O)O[C@]1(CCCS)P(=O)(O)O.NC(N)=O.NC(N)=O.NC(N)=O.NC(N)=O.NC(N)=O

```
100
Properties=species:S:1:pos:R:3:forces:R:3
C 3.7903 -1.1737 3.7311 0.00 -1.08 -0.45
C 2.3890 -1.6278 3.2885 0.66 0.22 0.77
C 1.3923 -0.5733 2.7920 0.74 -0.15 0.16
Cl 1.9968 1.0131 3.4460 0.01 0.06 -0.17
C 1.0508 -0.4596 1.2700 0.39 0.82 0.21
C 2.3266 -0.0343 0.4364 -0.66 -0.53 0.03
C 3.5926 -0.8053 -0.0229 2.11 0.45 -0.64
N 3.9077 -2.1043 0.5110 -1.19 -0.82 0.37
N 4.7291 0.1390 0.2175 -0.26 0.20 0.05
N 3.6633 -0.9407 -1.4921 -0.51 -0.14 -0.02
C 0.2383 0.8886 1.1239 -1.41 -0.54 -0.10
Br -1.0578 1.2519 2.5938 0.36 0.07 0.09
C -0.6595 1.0686 -0.1162 0.34 -0.80 0.24
C -0.0591 1.4045 -1.4740 -0.24 0.66 -0.21
N 0.5931 2.7086 -1.4016 0.36 -0.50 0.21
C 1.8295 2.7707 -2.1868 -0.75 0.74 0.40
S -1.8686 -0.2646 -0.1489 -1.28 1.27 -1.20
O -2.0676 -0.6391 -1.5226 1.02 -0.97 -0.30
O -3.0930 0.1396 0.4321 -0.62 0.24 1.24
O -1.2676 -1.3703 0.8079 0.34 0.47 -0.04
C 0.1729 -1.6691 0.7138 0.79 -0.75 -0.40
C 0.3931 -2.0490 -0.7803 -0.07 -0.65 0.68
C 1.2079 -3.2680 -1.1698 0.38 -0.01 -1.10
C 1.1166 -3.5673 -2.6932 0.79 0.35 0.48
S 0.9648 -2.1497 -3.8114 -0.56 0.29 -0.36
P 0.0920 -3.2161 1.7770 -1.18 -0.69 0.56
O -0.3062 -2.9737 3.1441 0.07 0.82 1.09
O 1.3609 -4.1628 1.7077 0.34 -0.12 -0.63
O -1.0627 -4.0866 1.0730 0.44 0.20 -0.99
H 3.7952 -0.8017 4.7420 0.03 0.65 0.08
H 4.2975 -0.5295 3.0275 0.07 0.47 0.04
H 4.3730 -2.0941 3.7756 0.27 -0.17 0.01
H 1.9800 -2.0343 4.2004 -0.50 -0.18 0.20
H 2.5254 -2.4870 2.6635 -0.26 -0.13 -0.78
H 0.4998 -0.7472 3.3562 -0.63 0.05 -0.07
H 1.9412 0.3749 -0.4832 -0.11 0.12 -0.34
H 2.6878 0.8489 0.9335 0.26 0.12 0.47
H 4.4364 -2.6611 -0.1408 0.12 0.24 -0.23
H 4.3843 -2.0915 1.3967 -0.08 0.15 0.22
H 5.1021 0.0026 1.1490 -0.16 0.16 0.20
H 5.4836 -0.1386 -0.3997 0.07 -0.11 -0.06
H 2.7397 -1.0085 -1.9000 -0.14 -0.22 -0.03
H 4.0355 -0.0724 -1.8590 0.01 0.09 -0.03
H 0.9080 1.7229 1.1792 0.32 0.21 0.20
H -1.3043 1.9087 0.0899 -0.26 0.34 0.20
H -0.8952 1.5134 -2.1534 -0.28 -0.31 -0.28
H 0.5912 0.6546 -1.9174 0.15 -0.20 0.09
H 0.7325 3.0007 -0.4469 0.21 -0.02 0.04
H 1.5712 3.0504 -3.1923 0.11 -0.18 -0.51
H 2.4337 3.5772 -1.7964 0.32 0.13 0.09
H 2.4035 1.8491 -2.1887 0.16 -0.23 -0.01
H -0.5769 -2.3324 -1.1676 -0.47 0.33 -0.06
H 0.6531 -1.1593 -1.3240 0.30 0.10 -0.33
H 0.8068 -4.1661 -0.7241 -0.15 -0.17 0.34
H 2.2524 -3.2443 -0.9319 0.44 0.35 0.50
H 2.0249 -4.0843 -2.9598 0.23 -0.27 -0.19
H 0.3156 -4.2606 -2.8999 -0.49 0.12 -0.27
H 2.2378 -1.7925 -4.0399 0.12 -0.39 0.27
H 1.1918 -4.9662 1.1933 0.12 0.21 0.12
H -1.2742 -3.7575 0.1865 -0.27 -0.21 0.17
N -4.4083 -0.0567 -3.5201 -0.01 0.00 0.00
C -5.1095 1.0654 -3.8265 0.06 -0.05 0.08
N -5.0464 2.0604 -2.8914 -0.04 0.06 -0.03
O -5.7543 1.1836 -4.8632 -0.18 0.01 0.06
H -3.8717 -0.1604 -2.6761 0.09 -0.05 0.00
H -4.4345 -0.8113 -4.1788 -0.02 0.01 -0.02
H -5.5498 2.9057 -3.0831 0.01 0.01 -0.02
H -4.5304 1.9809 -2.0346 -0.03 -0.07 0.01
N -8.8597 0.8396 -3.8500 0.07 0.06 -0.03
C -9.9667 0.3101 -4.4449 0.06 0.02 0.04
N -9.8298 0.0502 -5.7837 -0.03 -0.02 -0.06
O -11.0010 0.0824 -3.8393 0.00 -0.01 -0.04
H -8.0005 1.0295 -4.3397 0.11 -0.04 0.00
H -8.9192 1.0425 -2.8707 -0.04 -0.02 0.01
H -10.6212 -0.3397 -6.2580 -0.02 0.00 0.02
H -8.9880 0.2293 -6.2977 0.04 0.02 0.06
N 5.5697 -1.4901 7.9971 0.01 0.01 -0.01
C 4.9331 -0.2827 7.8852 0.00 0.01 0.05
N 5.1541 0.5930 8.9124 0.01 0.01 0.00
O 4.2194 -0.0066 6.9383 0.02 -0.04 -0.01
H 6.1601 -1.7381 8.7673 -0.01 0.02 0.02
H 5.4253 -2.1535 7.2601 -0.02 0.00 -0.01
H 4.6999 1.4850 8.8581 -0.02 0.00 -0.02
H 5.7358 0.3891 9.7018 0.00 -0.03 -0.01
N 3.1741 4.1383 -6.5141 0.01 -0.01 0.02
C 3.0004 2.8966 -5.9693 0.00 0.03 -0.08
N 2.4983 1.9493 -6.8193 0.03 0.01 0.03
O 3.2719 2.6529 -4.8059 0.07 -0.08 -0.10
H 2.9565 4.3634 -7.4657 -0.02 -0.02 0.00
H 3.5396 4.8541 -5.9151 0.00 0.00 0.02
H 2.3574 1.0291 -6.4488 -0.01 -0.01 0.01
H 2.2664 2.1288 -7.7772 0.00 0.03 0.00
N -5.6553 2.8810 5.6447 -0.01 0.01 0.02
C -4.4395 2.8739 5.0114 0.01 -0.05 -0.02
N -4.0259 1.6518 4.5590 -0.01 0.03 0.06
O -3.7779 3.8849 4.8630 -0.02 0.01 0.01
H -6.2174 2.0629 5.7777 0.02 -0.02 -0.02
H -5.9868 3.7622 5.9874 0.02 0.02 -0.01
H -3.1410 1.6124 4.0892 -0.11 0.00 0.02
H -4.5538 0.8075 4.6685 -0.01 0.00 -0.01
```
Forces are in eV/Å.